{"formula": "C18H12N4O6PdS", "method": "ωB97M-V/def2-TZVPD", "symbols": ["Pd", "O", "C", "N", "C", "C", "C", "C", "C", "C", "N", "C", "O", "C", "C", "C", "C", "C", "N", "C", "C", "C", "C", "C", "N", "H", "H", "H", "H", "H", "H", "H", "H", "H", "H", "H", "H", "O", "S", "O", "O", "O"], "positions_angstrom": [[0.49, 0.41, -0.67], [1.36, 0.33, 3.43], [1.11, 0.67, 2.29], [0.17, 0.13, 1.45], [-1.03, -0.28, 1.86], [-1.41, -0.61, 3.18], [-2.67, -1.07, 3.43], [-3.62, -1.23, 2.39], [-3.31, -0.89, 1.11], [-2.02, -0.36, 0.81], [-1.66, 0.06, -0.41], [-2.19, -0.63, -1.51], [-3.23, -0.41, -2.06], [-1.26, -1.75, -1.91], [-1.64, -2.73, -2.80], [-0.73, -3.74, -3.08], [0.51, -3.73, -2.46], [0.81, -2.69, -1.59], [-0.06, -1.73, -1.31], [1.75, 1.90, 1.68], [2.62, 2.67, 2.42], [3.05, 3.87, 1.88], [2.59, 4.25, 0.63], [1.74, 3.39, -0.06], [1.33, 2.24, 0.46], [-0.67, -0.54, 3.97], [-2.94, -1.34, 4.45], [-4.61, -1.60, 2.63], [-4.04, -0.96, 0.32], [-2.62, -2.67, -3.26], [-0.99, -4.53, -3.78], [1.24, -4.49, -2.66], [1.78, -2.62, -1.12], [2.92, 2.33, 3.40], [3.73, 4.51, 2.43], [2.89, 5.18, 0.18], [1.39, 3.63, -1.05], [2.69, 1.42, -4.11], [1.93, 1.03, -2.95], [2.71, 0.69, -1.76], [0.88, 2.02, -2.56], [1.01, -0.13, -3.29]], "lumo_ha": [-0.0183, -0.1138], "spin_multiplicity": 5, "energy_ha": -1889.57931, "e_homo_ha": [-0.2952, -0.3248], "s_squared": 6.039, "e_above_lowest_kj_mol": 68.4, "homo_lumo_gap_ev": [7.53, 5.74]}

{"formula": "C3H2FO", "method": "ωB97M-V/def2-TZVPD", "symbols": ["H", "O", "C", "C", "C", "F", "H"], "positions_angstrom": [[1.42, -1.19, -0.59], [-0.82, 1.40, 0.58], [0.65, -0.41, -0.58], [-0.08, -0.11, 0.48], [-1.80, 0.67, 0.40], [0.53, 0.23, -1.74], [0.11, -0.59, 1.44]], "lumo_ha": [0.0246, 0.0117], "spin_multiplicity": 2, "energy_ha": -290.40211, "e_homo_ha": [-0.2527, -0.3860], "s_squared": 0.774, "e_above_lowest_kj_mol": 277.8, "homo_lumo_gap_ev": [7.55, 10.82]}

{"formula": "C18H28ClN4O6", "method": "ωB97M-V/def2-TZVPD", "symbols": ["N", "C", "C", "C", "N", "C", "C", "C", "Cl", "C", "N", "N", "C", "C", "C", "C", "O", "C", "O", "H", "H", "H", "H", "H", "H", "H", "H", "H", "H", "H", "H", "H", "H", "H", "H", "H", "H", "H", "H", "H", "H", "H", "H", "H", "H", "C", "C", "C", "O", "C", "C", "C", "O", "O", "O", "H", "H"], "positions_angstrom": [[0.44, -1.89, -0.05], [1.29, -1.05, -0.88], [0.65, 0.23, -1.44], [-0.16, 0.96, -0.39], [0.63, 1.88, 0.49], [2.09, 2.03, 0.32], [2.51, 3.38, -0.28], [1.58, 3.88, -1.37], [1.93, 5.60, -1.74], [0.02, 2.51, 1.43], [0.77, 3.34, 2.27], [-1.35, 2.34, 1.59], [-1.72, 1.28, 2.58], [-2.76, 0.29, 2.07], [-3.95, 0.93, 1.34], [-3.72, 1.16, -0.14], [-5.01, 1.21, -0.79], [-4.95, 1.35, -2.13], [-4.40, 2.24, -2.69], [-0.55, -1.85, -0.26], [0.61, -1.84, 0.94], [2.21, -0.85, -0.33], [1.62, -1.66, -1.73], [1.43, 0.86, -1.87], [-0.01, -0.02, -2.27], [-0.95, 1.56, -0.85], [-0.62, 0.22, 0.26], [2.47, 1.20, -0.27], [2.56, 1.92, 1.30], [2.54, 4.13, 0.50], [3.52, 3.29, -0.67], [1.69, 3.33, -2.30], [0.54, 3.86, -1.06], [1.20, 2.82, 3.03], [0.16, 4.02, 2.71], [-1.78, 3.22, 1.83], [-2.14, 1.79, 3.46], [-0.82, 0.75, 2.90], [-2.29, -0.46, 1.43], [-3.14, -0.25, 2.94], [-4.25, 1.86, 1.82], [-4.80, 0.25, 1.43], [-3.21, 2.11, -0.31], [-3.11, 0.37, -0.59], [-5.47, 0.54, -2.67], [1.93, -5.26, -2.15], [2.53, -4.08, -1.71], [3.08, -4.08, -0.25], [3.65, -3.04, 0.14], [2.84, -5.20, 0.56], [2.22, -6.40, 0.12], [1.78, -6.44, -1.37], [1.29, -7.49, -1.82], [2.02, -7.39, 0.84], [2.64, -3.02, -2.38], [1.55, -5.31, -3.17], [3.18, -5.13, 1.59]], "lumo_ha": 0.0089, "spin_multiplicity": 1, "energy_ha": -1833.22182, "total_charge": -1, "e_homo_ha": -0.0657, "homo_lumo_gap_ev": 2.03}

{"formula": "C26H25B2F2HfN2O4", "method": "ωB97M-V/def2-TZVPD", "symbols": ["Hf", "C", "C", "C", "C", "C", "C", "C", "C", "C", "C", "C", "C", "N", "H", "H", "H", "H", "H", "H", "H", "H", "H", "H", "H", "H", "H", "H", "H", "H", "H", "F", "B", "F", "O", "B", "O", "C", "C", "C", "C", "C", "C", "H", "H", "H", "H", "O", "C", "N", "C", "O", "C", "C", "C", "C", "C", "C", "H", "H", "H", "H"], "positions_angstrom": [[-0.24, 0.68, -0.84], [2.51, -1.98, 0.77], [2.20, -1.28, 2.08], [0.75, -1.40, 2.54], [2.67, 0.16, 2.11], [3.60, 0.48, 3.11], [4.13, 1.74, 3.24], [3.75, 2.71, 2.32], [2.83, 2.45, 1.32], [2.51, 3.61, 0.38], [1.12, 4.20, 0.58], [2.86, 3.26, -1.07], [2.23, 1.17, 1.22], [1.21, 0.94, 0.30], [2.13, -3.01, 0.78], [3.59, -2.04, 0.62], [2.10, -1.45, -0.08], [2.80, -1.80, 2.84], [0.08, -0.77, 1.96], [0.65, -1.10, 3.59], [0.39, -2.44, 2.46], [3.90, -0.31, 3.79], [4.85, 1.97, 4.02], [4.18, 3.71, 2.39], [3.21, 4.40, 0.66], [0.34, 3.45, 0.57], [0.89, 4.93, -0.21], [1.06, 4.71, 1.54], [2.22, 2.49, -1.49], [3.89, 2.90, -1.13], [2.77, 4.15, -1.70], [-0.89, 1.04, -3.15], [0.19, 1.97, -3.34], [-0.02, 2.67, -2.06], [-3.36, 2.35, 0.51], [-2.40, 1.54, -0.09], [-3.06, 0.64, -0.98], [-4.40, 0.94, -0.90], [-5.46, 0.37, -1.57], [-6.73, 0.88, -1.29], [-6.91, 1.91, -0.38], [-5.82, 2.48, 0.29], [-4.58, 1.97, 0.00], [-5.31, -0.44, -2.28], [-7.59, 0.46, -1.79], [-7.90, 2.28, -0.18], [-5.94, 3.28, 1.00], [1.49, -2.21, -3.65], [0.80, -2.37, -2.69], [0.25, -1.39, -1.85], [-0.45, -1.99, -0.89], [-1.02, -1.29, -0.02], [-0.42, -3.47, -1.01], [-0.96, -4.48, -0.25], [-0.68, -5.79, -0.66], [0.10, -6.03, -1.78], [0.64, -4.99, -2.54], [0.36, -3.71, -2.13], [-1.56, -4.28, 0.62], [-1.08, -6.62, -0.10], [0.30, -7.06, -2.07], [1.26, -5.18, -3.41]], "lumo_ha": 0.0724, "spin_multiplicity": 1, "energy_ha": -1713.96265, "total_charge": -1, "e_homo_ha": -0.1677, "e_above_lowest_kj_mol": 169.8, "homo_lumo_gap_ev": 6.53}